Record 1
Formula: C39H36Cl2KN4O3Se2Si
Source: OMol25
Level of theory: wB97M-V/def2-TZVPD

Element x y z (Å)
K -0.424 -0.440 -1.264
Se -2.363 -3.145 -5.248
Se -4.397 -2.258 -4.605
C -4.274 -2.447 -2.690
C -5.454 -2.783 -2.034
C -5.414 -2.910 -0.654
C -4.202 -2.725 -0.007
C -3.087 -2.401 -0.766
N -3.120 -2.245 -2.089
C -1.317 -1.543 -5.473
C -0.324 -1.563 -6.451
C 0.439 -0.423 -6.621
C 0.180 0.686 -5.826
C -0.825 0.589 -4.878
N -1.559 -0.509 -4.699
H -6.365 -2.958 -2.590
H -6.308 -3.166 -0.101
H -4.095 -2.819 1.064
H -2.131 -2.258 -0.280
H -0.167 -2.436 -7.069
H 1.223 -0.397 -7.368
H 0.748 1.601 -5.912
H -1.048 1.423 -4.220
C 3.558 2.559 -1.573
Si 1.828 2.112 -2.224
C 2.147 0.454 -3.115
C 1.421 3.405 -3.551
N 0.594 1.929 -1.092
C 0.286 2.594 0.035
C 1.101 3.582 0.643
C 0.757 4.268 1.795
C -0.443 4.021 2.438
C -1.281 3.048 1.896
C -0.926 2.357 0.758
O -1.796 1.395 0.217
C -2.724 0.821 1.055
C -4.069 1.083 0.840
C -5.014 0.471 1.652
C -4.615 -0.387 2.667
C -3.266 -0.651 2.863
C -2.311 -0.049 2.058
H 4.290 2.352 -2.361
H 3.818 1.939 -0.711
H 3.675 3.606 -1.290
H 2.475 0.611 -4.145
H 1.302 -0.239 -3.172
H 2.946 -0.075 -2.589
H 2.171 3.431 -4.346
H 1.386 4.397 -3.095
H 0.444 3.229 -4.005
H 2.047 3.805 0.169
H 1.447 5.008 2.187
H -0.729 4.551 3.337
H -2.224 2.816 2.376
H -4.347 1.758 0.041
H -6.067 0.670 1.491
H -5.358 -0.858 3.300
H -2.944 -1.339 3.634
H -1.261 -0.251 2.206
Cl 0.627 1.563 4.354
C 1.045 -0.063 4.824
C 0.193 -0.750 5.664
C 0.470 -2.065 5.996
C 1.611 -2.666 5.500
C 2.468 -1.957 4.678
Cl 3.928 -2.748 4.174
C 2.206 -0.639 4.282
N 3.044 0.103 3.448
C 3.493 -0.427 2.181
C 4.862 -0.399 1.939
C 5.379 -0.863 0.745
C 4.515 -1.379 -0.213
C 3.153 -1.392 0.018
C 2.610 -0.897 1.206
C 1.115 -0.820 1.358
C 0.394 -2.172 1.082
O 0.091 -2.852 2.068
O 0.158 -2.423 -0.134
H -0.694 -0.249 6.028
H -0.204 -2.619 6.634
H 1.857 -3.689 5.742
H 2.689 1.045 3.339
H 5.507 -0.023 2.723
H 6.446 -0.836 0.566
H 4.906 -1.762 -1.148
H 2.474 -1.798 -0.721
H 0.772 -0.017 0.697
H 0.850 -0.504 2.361

Properties
Maximum force, Eh/bohr: 0.027
LUMO, eV: 1.89
Charge: -1
Energy above the lowest of the compared OMol25 structures with the same formula, charge and spin, eV: 0.5555
Gap between HOMO and LUMO, eV: 5.92

=====

Record 2
Formula: C39H36ClHfN3Si2
Source: OMol25
Level of theory: wB97M-V/def2-TZVPD

Element x y z (Å)
C -2.206 -3.794 0.860
C -1.049 -3.248 1.478
C -1.392 -1.966 1.987
H -0.070 -3.745 1.623
C -2.775 -1.699 1.686
C -3.293 -2.881 1.024
H -4.345 -3.143 0.928
H -2.296 -4.844 0.563
H -0.751 -1.470 2.724
H -3.385 -0.863 2.032
Hf -1.970 -1.512 -0.426
Si 1.961 1.100 0.673
C 2.760 -0.147 -0.414
C 2.832 0.029 -1.821
H 2.192 0.788 -2.289
C 3.710 -0.778 -2.556
H 3.802 -0.633 -3.638
C 4.414 -1.819 -1.926
H 5.006 -2.520 -2.523
C 4.323 -2.012 -0.532
H 4.863 -2.844 -0.054
C 3.489 -1.185 0.227
H 3.351 -1.351 1.301
C 0.870 0.762 2.162
C 1.775 0.770 3.267
H 2.856 0.731 3.064
C 1.295 0.893 4.572
H 2.003 0.856 5.408
C -0.085 1.070 4.806
H -0.456 1.149 5.836
C -0.962 1.196 3.720
H -2.012 1.482 3.893
C -0.503 0.945 2.418
H -1.207 0.905 1.585
H 0.530 -1.746 0.364
Si 0.262 3.068 -0.264
C -0.148 4.261 1.127
C 0.733 5.313 1.500
H 1.593 5.568 0.880
C 0.523 6.009 2.706
H 1.241 6.767 3.046
C -0.608 5.731 3.484
H -0.746 6.241 4.447
C -1.550 4.785 3.041
H -2.481 4.627 3.581
C -1.302 4.005 1.909
H -1.969 3.175 1.640
C 1.809 3.717 -1.036
C 3.009 3.718 -0.267
H 3.011 3.448 0.792
C 4.251 3.993 -0.870
H 5.174 3.900 -0.281
C 4.315 4.366 -2.213
H 5.294 4.589 -2.674
C 3.125 4.387 -2.970
H 3.188 4.681 -4.018
C 1.889 4.032 -2.408
H 0.991 3.986 -3.024
H 1.296 -2.002 0.601
Cl -1.292 0.493 -1.395
N -2.665 -4.248 -2.045
C -3.762 -3.380 -1.979
C -5.047 -3.910 -1.911
C -6.057 -3.086 -1.422
C -5.791 -1.731 -1.162
C -4.523 -1.214 -1.344
N -3.502 -2.064 -1.736
C -1.327 -3.945 -2.334
C -0.592 -4.857 -3.095
C 0.693 -4.512 -3.511
C 1.153 -3.215 -3.238
C 0.349 -2.345 -2.534
N -0.798 -2.773 -1.909
H -2.890 -5.206 -2.284
H -5.183 -4.957 -2.196
H -7.057 -3.485 -1.267
H -6.567 -1.064 -0.801
H -4.249 -0.152 -1.252
H -1.059 -5.816 -3.307
H 1.318 -5.234 -4.026
H 2.129 -2.873 -3.571
H 0.545 -1.269 -2.432

Properties
Maximum force, Eh/bohr: 0.065
LUMO, eV: -7.21
Charge: +2
Energy above the lowest of the compared OMol25 structures with the same formula, charge and spin, eV: 2.4654
Gap between HOMO and LUMO, eV: 3.53

=====

Record 3
Formula: C39H36F2MnN5O2PS2
Source: OMol25
Level of theory: wB97M-V/def2-TZVPD

Element x y z (Å)
Mn 1.040 -0.253 -0.133
O -4.161 4.464 1.375
C -3.101 4.817 0.820
O -2.715 5.946 0.467
C -2.055 3.687 0.649
C -2.309 2.414 1.117
C -1.378 1.400 0.955
N -0.191 1.583 0.353
C 0.071 2.836 -0.070
C -0.832 3.886 0.038
C 1.402 3.169 -0.652
C 1.502 3.540 -1.991
C 2.746 3.856 -2.495
C 3.844 3.799 -1.646
C 3.634 3.445 -0.325
N 2.436 3.150 0.175
C -0.522 -0.298 2.501
C -0.751 -0.915 3.899
C 0.275 -1.802 4.421
C 1.479 -1.841 3.837
C 1.662 -1.209 2.550
N 0.733 -0.610 1.888
H -3.270 2.245 1.574
H -0.568 4.873 -0.317
H 0.624 3.530 -2.623
H 2.867 4.113 -3.540
H 4.843 4.014 -2.003
H 4.463 3.374 0.370
H -1.774 -1.095 4.200
H 0.039 -2.432 5.270
H 2.281 -2.453 4.228
H 2.597 -1.341 2.010
S 1.450 0.237 -2.377
C 3.161 -0.061 -2.554
C 3.677 -0.282 -3.830
C 5.034 -0.478 -4.064
C 5.507 -0.702 -5.397
N 5.873 -0.873 -6.477
C 5.919 -0.449 -2.973
C 5.417 -0.233 -1.698
C 4.053 -0.047 -1.445
S 3.519 0.240 0.173
C 7.329 -0.639 -3.157
N 8.465 -0.786 -3.284
H 2.989 -0.303 -4.666
H 6.102 -0.215 -0.859
F 0.938 -2.854 -1.490
C 1.646 -2.228 -0.418
F 2.954 -2.628 -0.691
H 1.389 -2.869 0.444
C -1.167 -3.416 1.624
C -2.065 -2.900 0.492
C -3.508 -3.067 0.995
C -1.900 -3.856 -0.703
P -1.396 -1.182 -0.046
C -1.666 -0.013 1.465
C -0.439 0.570 3.728
C -1.475 1.504 4.202
C -2.797 1.415 4.041
C -3.508 0.488 3.169
C -3.044 -0.110 2.068
C -2.437 -0.657 -1.559
C -2.131 0.778 -2.008
C -1.910 -1.551 -2.699
C -3.955 -0.813 -1.456
H -1.398 -4.472 1.800
H -1.356 -2.882 2.548
H -0.109 -3.340 1.386
H -3.729 -4.140 0.988
H -4.253 -2.577 0.374
H -3.628 -2.722 2.021
H -1.915 -4.883 -0.323
H -0.965 -3.703 -1.236
H -2.733 -3.759 -1.402
H 0.581 0.840 3.975
H -1.097 2.305 4.827
H -3.416 2.139 4.559
H -4.566 0.361 3.382
H -3.765 -0.664 1.490
H -1.060 0.942 -2.116
H -2.552 1.535 -1.353
H -2.583 0.907 -2.996
H -0.820 -1.509 -2.761
H -2.317 -1.172 -3.642
H -2.213 -2.591 -2.602
H -4.378 -0.270 -0.609
H -4.256 -1.860 -1.401
H -4.405 -0.397 -2.363

Properties
2S+1: 2
Maximum force, Eh/bohr: 0.017
LUMO (spin up / spin down), eV: 3.78 / 3.78
Charge: -2
Energy above the lowest of the compared OMol25 structures with the same formula, charge and spin, eV: 0.5677
Gap between HOMO and LUMO (spin up / spin down), eV: 5.38 / 5.47
Expectation value of S²: 0.785